This record from the OMol25 dataset describes a molecular structure, C4H8N2O2 in a non-equilibrium geometry. The level of theory is ωB97M-V with the def2-TZVPD basis set.

## Properties
- Kohn-Sham gap (spin up / spin down) (eV) = 8.93 / 8.93
- maximum force (Eh/bohr) = 0.077
- HOMO level (spin up / spin down) (eV) = -9.37 / -9.36
- ΔE to the lowest compared entry with this formula, charge and spin (eV) = 6.3971
- electronic energy (Ha) = -417.0209

```
16
Properties=species:S:1:pos:R:3:forces:R:3:nbo_charge:R:1
O -0.177 0.033 -1.925 -0.04 1.28 -0.37 -0.571
O 2.043 -0.866 -0.382 -0.84 -1.10 1.27 -0.558
N -1.433 1.465 1.037 0.15 -0.10 -0.18 -0.561
N 0.483 -0.181 0.332 -0.35 1.86 -1.20 -0.369
C -2.677 -0.246 -0.275 0.16 -0.21 0.04 -0.690
C -1.466 0.496 0.224 -0.53 1.47 -1.07 0.264
C 3.131 -0.150 0.213 -0.15 -0.05 0.02 -0.252
C -0.165 0.238 -0.743 -0.50 -3.02 2.54 0.589
H 1.324 -1.264 0.344 1.98 0.17 -1.38 0.528
H -2.360 1.688 1.402 -0.05 -0.24 0.11 0.336
H 3.090 0.890 -0.114 -0.04 -0.05 0.04 0.192
H 4.042 -0.614 -0.166 0.01 0.01 0.13 0.196
H 3.093 -0.192 1.303 0.06 -0.01 -0.10 0.188
H -2.557 -1.321 -0.125 -0.05 0.04 0.00 0.236
H -2.790 -0.079 -1.347 0.12 -0.01 0.02 0.253
H -3.583 0.102 0.222 0.09 -0.04 0.13 0.220
```
Forces are in eV/Å.


This record from the OMol25 dataset describes a molecular structure, C28H39Br2CrN2O4PS in a non-equilibrium geometry. The level of theory is ωB97M-V with the def2-TZVPD basis set.

## Properties
- Kohn-Sham gap (spin up / spin down) (eV) = 7.39 / 7.20
- maximum force (Eh/bohr) = 0.026
- HOMO level (spin up / spin down) (eV) = -10.54 / -10.65
- 2S+1 = 4
- ΔE to the lowest compared entry with this formula, charge and spin (eV) = 0.4018
- charge = +1
- electronic energy (Ha) = -8432.8058

```
78
Properties=species:S:1:pos:R:3:forces:R:3:lowdin_spin:R:1
Br -0.651 -4.337 1.704 0.09 0.04 0.11 0.003
Br 2.260 -2.452 6.184 -0.04 0.02 -0.14 0.002
Cr 0.332 0.309 0.064 -1.34 0.02 -0.24 2.917
S -1.438 -0.689 -2.634 -0.48 -0.20 -0.27 0.007
P 2.281 -0.342 -1.554 0.68 -0.11 -0.36 -0.029
O -1.017 0.115 -1.419 0.05 0.13 0.60 0.024
O 0.250 2.252 -0.238 0.40 -0.40 -0.02 0.054
O 0.026 -1.498 0.668 -0.10 -0.05 -0.30 0.019
O -1.165 3.098 -1.758 0.20 -0.07 0.19 -0.003
N 1.344 0.414 1.804 0.41 0.41 0.64 -0.018
N -1.449 0.756 1.374 0.32 0.03 -0.34 -0.022
C 1.770 -0.899 3.817 -0.02 0.04 -0.22 -0.001
C 1.572 -2.149 4.445 -0.02 -0.25 0.22 0.012
C 0.335 -2.963 2.543 -0.20 0.30 -0.54 0.012
C 2.786 0.098 -4.326 -0.04 0.00 0.01 -0.001
C 1.681 -2.733 -2.969 0.02 0.14 0.07 0.000
C 1.704 1.832 -5.600 -0.01 0.00 0.00 0.000
C 2.558 1.362 3.622 0.13 -0.07 0.25 -0.003
C 1.223 -0.739 2.526 -0.06 -0.30 0.02 0.005
C -2.297 0.533 -3.658 0.19 -0.10 -0.02 0.000
C -1.623 2.180 1.735 -0.04 0.14 -0.01 -0.001
C 5.058 0.518 -1.925 0.01 -0.06 0.03 -0.001
C 2.618 0.789 -5.515 0.07 -0.07 -0.03 0.000
C 2.418 -3.006 -0.618 0.09 0.08 0.08 -0.001
C 3.462 1.981 -0.754 -0.06 -0.15 0.07 0.002
C 4.291 -0.135 0.370 -0.05 -0.01 -0.07 0.000
C 3.871 0.512 -0.961 -0.17 -0.02 0.17 -0.002
C 1.979 1.436 2.352 -0.16 -0.02 -0.28 0.017
C 2.647 -2.196 -1.900 -0.07 0.08 0.17 -0.006
C 0.873 -3.150 3.821 0.20 0.12 0.28 -0.005
C 2.468 0.204 4.353 -0.05 0.11 -0.20 0.018
C -0.885 2.779 -0.617 -0.48 0.44 -0.14 0.005
C 2.041 0.441 -3.194 -0.10 -0.01 0.08 -0.004
C 4.094 -2.478 -2.324 -0.02 0.06 -0.08 -0.002
C -1.908 3.011 0.497 0.23 -0.33 -0.03 0.001
C 0.962 2.182 -4.485 -0.02 0.02 -0.06 0.000
C 0.490 -1.763 1.862 0.18 -0.27 0.33 -0.003
C -2.866 -1.627 -2.044 0.30 0.11 -0.05 0.002
C 1.131 1.492 -3.292 0.00 -0.10 0.07 -0.001
H 0.549 1.788 -2.434 0.03 0.10 -0.05 0.000
H -2.259 0.429 0.854 0.01 -0.04 -0.01 0.001
H 5.511 -0.462 -2.054 0.01 0.13 -0.02 0.000
H 2.922 0.122 5.331 -0.01 0.03 0.01 0.001
H 3.016 -2.628 0.215 -0.03 -0.06 0.00 0.000
H -2.433 2.303 2.457 0.04 -0.03 0.03 -0.001
H 4.908 0.556 0.949 0.02 0.03 -0.04 0.000
H 4.796 -2.227 -1.531 -0.02 -0.06 -0.06 0.000
H 1.578 2.363 -6.534 0.00 0.02 0.01 0.000
H -2.141 1.492 -3.162 -0.01 0.00 0.03 0.000
H -3.348 -2.104 -2.897 0.04 0.00 -0.02 0.000
H -1.827 0.545 -4.641 0.02 0.00 0.04 0.000
H 4.226 2.491 -0.162 0.04 -0.02 -0.01 0.000
H 4.785 0.918 -2.898 0.01 0.03 -0.05 0.000
H 3.381 2.495 -1.711 -0.07 0.02 -0.01 0.000
H 0.249 2.995 -4.527 0.01 0.01 0.03 0.000
H 2.038 2.340 1.759 -0.03 -0.01 0.04 0.000
H -1.901 4.071 0.752 -0.02 0.02 -0.03 0.000
H 5.824 1.175 -1.504 -0.01 0.03 0.00 0.000
H -0.696 2.511 2.203 -0.02 0.00 0.01 0.000
H 3.082 2.224 4.008 -0.02 0.00 0.01 -0.001
H 0.699 -2.919 -2.536 -0.12 0.01 0.02 0.000
H 4.182 -3.552 -2.502 -0.03 -0.01 0.00 0.000
H 3.499 -0.712 -4.298 -0.01 0.04 -0.01 0.000
H -2.893 2.784 0.083 -0.03 0.06 0.02 0.000
H -1.402 0.193 2.218 0.04 -0.11 -0.04 0.000
H 2.502 2.082 -0.247 0.10 0.11 -0.08 0.002
H 0.733 -4.097 4.323 -0.02 -0.01 -0.02 -0.001
H 3.213 0.511 -6.375 -0.03 0.01 -0.01 0.000
H 1.557 -2.066 -3.817 0.02 0.00 -0.08 0.000
H -2.501 -2.380 -1.347 0.05 0.02 -0.02 0.000
H 2.719 -4.041 -0.798 0.03 0.02 -0.01 0.000
H 3.430 -0.409 0.979 0.13 -0.02 0.05 0.000
H -3.354 0.297 -3.752 0.00 -0.03 0.08 0.000
H 2.065 -3.682 -3.346 -0.04 -0.04 0.07 0.000
H 4.882 -1.033 0.198 -0.03 -0.03 0.04 0.000
H 4.397 -1.974 -3.238 0.06 -0.02 0.05 0.000
H 1.374 -3.009 -0.333 -0.13 0.03 0.09 0.000
H -3.551 -0.942 -1.545 0.00 0.04 -0.03 0.000
```
Forces are in eV/Å.


> Which formula does entry 1 have?

C4H8N2O2


> electronic energy of number 2 (C28H39Br2CrN2O4PS)?

-8432.8058 Ha


Repeat the first record exactly.
This record from the OMol25 dataset describes a molecular structure, C4H8N2O2 in a non-equilibrium geometry. The level of theory is ωB97M-V with the def2-TZVPD basis set.

## Properties
- Kohn-Sham gap (spin up / spin down) (eV) = 8.93 / 8.93
- maximum force (Eh/bohr) = 0.077
- HOMO level (spin up / spin down) (eV) = -9.37 / -9.36
- ΔE to the lowest compared entry with this formula, charge and spin (eV) = 6.3971
- electronic energy (Ha) = -417.0209

```
16
Properties=species:S:1:pos:R:3:forces:R:3:nbo_charge:R:1
O -0.177 0.033 -1.925 -0.04 1.28 -0.37 -0.571
O 2.043 -0.866 -0.382 -0.84 -1.10 1.27 -0.558
N -1.433 1.465 1.037 0.15 -0.10 -0.18 -0.561
N 0.483 -0.181 0.332 -0.35 1.86 -1.20 -0.369
C -2.677 -0.246 -0.275 0.16 -0.21 0.04 -0.690
C -1.466 0.496 0.224 -0.53 1.47 -1.07 0.264
C 3.131 -0.150 0.213 -0.15 -0.05 0.02 -0.252
C -0.165 0.238 -0.743 -0.50 -3.02 2.54 0.589
H 1.324 -1.264 0.344 1.98 0.17 -1.38 0.528
H -2.360 1.688 1.402 -0.05 -0.24 0.11 0.336
H 3.090 0.890 -0.114 -0.04 -0.05 0.04 0.192
H 4.042 -0.614 -0.166 0.01 0.01 0.13 0.196
H 3.093 -0.192 1.303 0.06 -0.01 -0.10 0.188
H -2.557 -1.321 -0.125 -0.05 0.04 0.00 0.236
H -2.790 -0.079 -1.347 0.12 -0.01 0.02 0.253
H -3.583 0.102 0.222 0.09 -0.04 0.13 0.220
```
Forces are in eV/Å.